[1]
Molecular formula: C32H77F6N6O15S2V2
Method: DFT, ωB97M-V/def2-TZVPD

## Properties
* LUMO (alpha / beta): -3.060 / -3.260 eV
* 2S+1: 7
* charge: +1

Cartesian coordinates (Å):
1 V -1.769 -1.047 0.259
2 V -1.344 2.632 3.025
3 S -2.370 4.580 0.674
4 S -0.808 6.027 2.053
5 F 0.171 4.141 -0.292
6 F -3.168 6.436 3.339
7 F -1.308 2.903 -1.195
8 F -2.711 8.013 1.783
9 F -1.216 4.972 -1.767
10 F -1.760 7.986 3.809
11 O -2.993 5.860 0.231
12 O -0.345 6.545 0.772
13 O 0.317 -0.868 -0.542
14 O 0.326 6.105 3.055
15 O -1.293 -2.349 1.816
16 O 0.761 2.947 3.698
17 O 0.629 1.692 -5.833
18 O -2.708 -0.086 -1.447
19 O -6.318 0.714 2.514
20 O 1.923 -3.024 -1.991
21 O -2.031 -3.859 -4.353
22 O -1.182 0.820 1.463
23 O 4.975 0.053 -3.462
24 O -3.285 3.430 0.737
25 O 5.323 -1.175 2.125
26 N -0.986 1.065 4.664
27 N -1.394 4.537 2.134
28 N 3.072 2.110 -4.136
29 N 4.149 -3.669 -0.340
30 N -2.413 -2.981 -0.728
31 N -3.970 -0.925 0.994
32 C 2.746 -2.807 1.510
33 C 5.257 -0.075 1.294
34 C 5.648 -0.986 -2.764
35 C -1.653 -3.744 1.485
36 C -5.848 -0.621 2.665
37 C -1.446 -3.713 -3.070
38 C 0.595 2.445 -4.653
39 C -0.018 1.575 5.615
40 C 2.265 -2.201 -3.134
41 C -4.498 0.186 0.193
42 C 0.980 0.230 0.079
43 C -4.310 -0.840 2.444
44 C -2.619 -3.394 -2.084
45 C 1.732 2.054 -3.595
46 C -7.690 0.754 2.530
47 C -4.137 -0.111 -1.297
48 C 1.877 3.640 3.146
49 C 0.393 0.451 6.618
50 C -1.663 -4.054 -0.027
51 C -1.046 -2.179 3.241
52 C -1.066 4.143 -0.722
53 C -2.077 0.486 -2.602
54 C 4.544 0.954 -2.514
55 C 0.248 0.954 1.294
56 C -0.939 -4.103 -5.255
57 C 0.413 0.310 -5.672
58 C -2.224 7.173 2.794
59 C 2.948 -3.232 -4.082
60 C 4.071 2.308 -3.126
61 C 3.886 -2.569 0.553
62 C 1.182 2.195 4.913
63 C 5.260 -2.341 1.330
64 H -7.934 0.430 1.519
65 H -0.725 -3.098 3.731
66 H 1.654 2.871 5.626
67 H -1.976 -5.049 -0.343
68 H 0.002 -0.232 -6.524
69 H -6.099 -0.894 3.690
70 H 3.217 1.243 -4.634
71 H 1.201 0.973 -0.687
72 H 4.214 -4.534 0.178
73 H 0.583 1.991 1.270
74 H -0.916 -4.600 -2.722
75 H -4.579 0.746 -1.807
76 H 3.773 -3.619 -3.483
77 H -0.456 0.240 4.424
78 H 3.345 -2.698 -4.945
79 H -0.598 -3.966 -0.242
80 H 3.003 -1.431 -2.910
81 H 0.726 0.617 2.214
82 H -0.303 0.289 -4.850
83 H 1.499 4.057 2.213
84 H -1.041 -4.541 1.908
85 H -1.954 -0.190 -3.448
86 H -0.873 -2.793 -2.962
87 H -4.063 1.121 0.546
88 H -5.581 0.278 0.281
89 H -0.343 2.409 -4.100
90 H 4.245 0.097 0.927
91 H 0.890 3.461 -4.918
92 H 6.398 -0.532 -2.116
93 H 3.562 -1.722 -0.052
94 H 1.316 -0.164 -5.288
95 H 3.725 2.880 -2.265
96 H -3.698 -0.078 2.927
97 H -1.951 -1.842 3.748
98 H -3.386 -3.202 -0.574
99 H 3.350 -3.672 -0.957
100 H -3.084 -2.588 -2.651
101 H 5.315 1.233 -1.796
102 H 1.528 1.048 -3.229
103 H 2.773 3.054 2.939
104 H -1.076 0.808 -2.315
105 H -3.317 -4.231 -2.068
106 H 4.948 -1.501 -2.106
107 H 0.521 -0.484 6.073
108 H -0.216 -3.291 -5.178
109 H 5.599 0.778 1.879
110 H -2.620 1.359 -2.964
111 H 5.978 -0.126 0.478
112 H 5.008 2.736 -3.479
113 H 1.974 -0.120 0.357
114 H 6.109 -2.381 0.647
115 H -8.150 1.694 2.835
116 H 1.869 1.440 4.531
117 H 1.318 -1.763 -3.453
118 H -6.448 -1.240 1.998
119 H -2.653 -3.920 1.880
120 H -1.601 0.629 5.336
121 H 1.206 0.569 7.334
122 H -4.516 -1.036 -1.733
123 H -8.246 0.020 3.114
124 H 2.180 -3.918 -4.439
125 H 1.609 -2.476 -1.268
126 H -0.640 2.300 6.140
127 H -0.418 -5.045 -5.084
128 H 3.062 -3.645 2.132
129 H 2.102 4.471 3.814
130 H -0.493 0.202 7.202
131 H 2.542 -2.102 2.316
132 H 6.044 -1.579 -3.588
133 H -1.348 -4.208 -6.260
134 H 1.638 2.684 -2.711
135 H -4.482 -1.714 0.627
136 H 3.739 0.575 -1.886
137 H 1.870 -2.990 0.889
138 H -0.223 -1.480 3.386
139 H -4.116 -1.846 2.816
140 H 5.409 -3.231 1.941

---

[2]
Molecular formula: C3H3IN2OS
Method: DFT, ωB97M-V/def2-TZVPD

## Properties
* LUMO: -0.714 eV
* SMILES string: C=C/N=N\I.O=C=S
* energy above the lowest of the compared OMol25 structures with the same formula, charge and spin: 1.442 eV
* charge: 0

Cartesian coordinates (Å):
1 I 2.498 -2.409 0.399
2 S 1.694 2.360 1.243
3 O -0.658 2.766 -0.054
4 N 0.645 -0.313 -0.511
5 N 1.794 -0.526 -0.307
6 C 0.399 2.600 0.444
7 C -1.633 -0.577 -0.339
8 C -0.410 -1.077 -0.289
9 H -2.428 -1.189 -0.076
10 H 0.062 -2.030 0.177
11 H -1.963 0.394 -0.689